# 1
Formula: C7H9N2S
Source: the OMol25 dataset
Level of theory: ωB97M-V/def2-TZVPD

Values from the calculation:
Largest force on an atom in eV/Å: 7.03
Frontier orbital gap in hartree: 0.240
Total charge: +1
HOMO in eV: -11.60
LUMO in eV: -5.1
ΔE to the lowest compared entry with this formula, charge and spin in eV: 2.381
Electronic energy in a.u.: -779.494193

Cartesian coordinates (Å):
C  1.84221  2.62731  -1.95446
C  1.03849  3.62731  -2.43219
C  1.09956  1.69510  -1.19732
C  -0.30088  1.91667  -1.10029
C  1.34136  0.52630  -0.50103
C  -0.94253  0.72354  -0.46500
C  -0.44655  -2.74294  0.65773
N  0.25337  -0.14625  -0.12235
N  -1.18094  -2.45004  1.70219
S  -0.61777  3.42910  -1.76598
H  2.87827  2.50468  -2.20480
H  1.23247  4.48537  -2.94010
H  -1.40240  1.00464  0.61287
H  -1.67230  0.25296  -1.07607
H  -0.79205  -3.39075  -0.22536
H  2.30438  0.09350  -0.27474
H  -0.72910  -2.16867  2.47296
H  0.64139  -2.77923  0.70643
H  -2.23082  -2.47725  1.57698

Atomic forces in eV per Å
C -0.679 0.572 -0.461
C -1.610 -2.847 2.966
C -1.935 1.162 -0.454
C 2.242 0.303 -0.388
C -1.437 -3.443 1.153
C 1.346 1.287 3.360
C -0.158 -1.806 0.153
N 0.436 0.962 -0.527
N -2.259 -1.925 -6.372
S 0.196 0.371 -1.193
H 0.293 0.131 0.037
H 0.663 2.159 -1.451
H 0.728 -0.590 -2.486
H -0.607 -0.551 -0.462
H -0.334 1.875 1.169
H 0.176 -0.022 -0.053
H 1.500 1.695 3.731
H -0.276 0.630 0.468
H 1.715 0.037 0.811

---

# 2
Formula: C3H3O2
Source: the OMol25 dataset
Level of theory: ωB97M-V/def2-TZVPD

Values from the calculation:
Largest force on an atom in eV/Å: 2.75
Frontier orbital gap in hartree: 0.423
Total charge: +1
HOMO in eV: -16.91
LUMO in eV: -5.4
ΔE to the lowest compared entry with this formula, charge and spin in eV: 0.929
Electronic energy in a.u.: -266.238398

Cartesian coordinates (Å):
C  -0.93070  -0.44959  0.04237
C  -0.74106  0.86229  -0.00460
C  1.25024  -0.23811  0.01577
O  0.26829  -1.12526  0.01490
O  0.87059  0.96818  0.05268
H  -1.71013  -1.15610  0.11653
H  -1.32796  1.82790  -0.15256
H  2.32073  -0.68930  -0.08508

Atomic forces in eV per Å
C 0.989 0.570 -0.113
C 1.603 1.013 -0.016
C 0.219 -1.681 -0.318
O 1.703 0.884 0.220
O -2.611 -0.664 -0.569
H -1.268 0.015 -0.113
H 1.273 -1.540 0.505
H -1.909 1.403 0.405

---

# 3
Formula: C19H19ClN2O4
Source: the OMol25 dataset
Level of theory: ωB97M-V/def2-TZVPD

Values from the calculation:
Largest force on an atom in eV/Å: 0.70
Frontier orbital gap in hartree: 0.331
HOMO in eV: -8.58
SMILES: COc1ccc(C(=O)Nc2ccc(Cl)cc2C(=O)N2CCOCC2)cc1
LUMO in eV: 0.4
ΔE to the lowest compared entry with this formula, charge and spin in eV: 0.187
Electronic energy in a.u.: -1606.111651

Cartesian coordinates (Å):
C  -5.14459  -0.48119  2.52899
O  -5.31590  -0.11281  1.18107
C  -4.22081  0.18715  0.43922
C  -2.90864  0.15918  0.90480
C  -1.86542  0.46882  0.05152
C  -2.10614  0.81416  -1.27267
C  -1.00578  1.21553  -2.18940
O  -1.07750  2.18787  -2.91010
N  0.14439  0.47119  -2.13858
C  0.35871  -0.78766  -1.59384
C  -0.62797  -1.77439  -1.59702
C  -0.37651  -3.02669  -1.07489
C  0.87823  -3.31780  -0.55923
Cl  1.20295  -4.89060  0.07956
C  1.87787  -2.36077  -0.55783
C  1.61946  -1.09032  -1.05565
C  2.70754  -0.06422  -1.12388
O  3.00716  0.45796  -2.18651
N  3.34987  0.22303  0.02970
C  2.86213  -0.05878  1.36113
C  2.42759  1.26099  2.01915
O  3.47942  2.19245  2.04082
C  3.92952  2.48221  0.73455
C  4.41149  1.21307  0.02651
C  -3.42341  0.87760  -1.72481
C  -4.46588  0.55579  -0.88683
H  -4.68443  0.32405  3.11024
H  -4.54199  -1.39015  2.62370
H  -6.14611  -0.67240  2.91066
H  -2.68750  -0.09732  1.92878
H  -0.85456  0.45517  0.43390
H  0.95189  0.87982  -2.60346
H  -1.59172  -1.55933  -2.02983
H  -1.14383  -3.78413  -1.08661
H  2.85940  -2.60303  -0.18023
H  2.02158  -0.75031  1.32586
H  3.67527  -0.50122  1.94709
H  2.14173  1.09487  3.05902
H  1.56862  1.67444  1.46572
H  4.74486  3.19791  0.84397
H  3.11739  2.94020  0.15013
H  4.67633  1.42630  -1.00941
H  5.27453  0.79832  0.55680
H  -3.61079  1.17703  -2.74460
H  -5.48842  0.58803  -1.22750

Atomic forces in eV per Å
C 0.041 -0.066 0.243
O 0.014 0.102 -0.336
C 0.082 0.048 -0.186
C -0.218 -0.076 0.283
C -0.071 0.155 -0.280
C -0.218 0.177 0.217
C 0.017 0.017 0.107
O -0.123 0.053 -0.118
N 0.483 0.413 -0.289
C 0.188 -0.572 0.248
C 0.181 0.000 -0.078
C 0.128 0.011 0.063
C 0.031 0.231 -0.053
Cl 0.038 -0.202 0.070
C -0.196 -0.080 -0.108
C -0.335 -0.057 -0.262
C -0.036 -0.138 0.106
O -0.068 0.086 -0.294
N 0.182 0.009 0.056
C -0.286 0.261 0.444
C -0.075 -0.394 0.016
O 0.074 0.068 0.139
C 0.189 -0.127 -0.264
C 0.104 0.398 -0.081
C 0.199 -0.043 0.066
C -0.099 -0.083 0.194
H -0.006 -0.036 -0.029
H -0.012 0.044 -0.007
H 0.097 0.002 0.017
H -0.024 -0.023 0.098
H 0.073 -0.031 0.011
H -0.183 0.002 0.018
H -0.064 -0.026 -0.030
H -0.061 -0.087 0.007
H 0.086 -0.033 0.076
H 0.105 0.061 0.061
H -0.094 -0.030 -0.004
H -0.054 -0.029 -0.074
H 0.032 -0.045 0.045
H -0.048 -0.022 -0.086
H 0.071 -0.021 0.027
H 0.035 -0.017 0.140
H -0.024 0.042 -0.032
H -0.032 0.054 -0.093
H -0.123 0.003 -0.048

---

# 4
Formula: C2H2FGdO
Source: the OMol25 dataset
Level of theory: ωB97M-V/def2-TZVPD

Values from the calculation:
Largest force on an atom in eV/Å: 1.99
Spin multiplicity: 9
Frontier orbital gap (alpha / beta) in hartree: 0.288 / 0.229
Total charge: +3
HOMO (alpha / beta) in eV: -23.40 / -26.86
LUMO (alpha / beta) in eV: -15.5 / -20.6
Expectation value of S²: 20.3344
Electronic energy in a.u.: -1016.789685

Cartesian coordinates (Å):
H  1.17439  -0.52628  1.04517
C  0.98773  0.24978  0.29879
C  1.42298  0.00606  -0.99354
O  1.53450  -0.25583  -2.08745
Gd  -3.95139  -0.46720  0.81289
F  -1.96151  -0.29554  0.34858
H  0.79329  1.28901  0.57555

Atomic forces in eV per Å
H -0.118 0.079 -0.136
C 1.102 0.353 0.464
C -0.525 -0.599 -1.812
O 0.362 0.450 1.421
Gd 1.163 0.063 -0.322
F -1.932 -0.161 0.459
H -0.052 -0.187 -0.075

---

# 5
Formula: C18H21BrN2O9P2Re
Source: the OMol25 dataset
Level of theory: ωB97M-V/def2-TZVPD

Values from the calculation:
Largest force on an atom in eV/Å: 1.25
Spin multiplicity: 2
Frontier orbital gap (alpha / beta) in hartree: 0.177 / 0.188
Total charge: +2
HOMO (alpha / beta) in eV: -13.33 / -13.33
LUMO (alpha / beta) in eV: -8.5 / -8.2
Expectation value of S²: 0.7576
ΔE to the lowest compared entry with this formula, charge and spin in eV: 1.346
Electronic energy in a.u.: -4819.757047

Cartesian coordinates (Å):
Re  0.72136  -0.76896  0.58717
O  2.34570  3.08206  2.43578
C  2.04820  3.80435  1.29931
C  2.37387  5.14920  1.34783
C  2.13491  5.97492  0.26601
C  1.56703  5.47020  -0.89848
C  1.25102  4.13334  -0.95171
C  1.47381  3.28384  0.14596
C  1.15538  1.83563  -0.07249
O  1.15394  0.99099  1.10872
N  -0.16861  1.63991  -0.69392
N  -0.64659  0.40347  -0.32181
C  -1.94030  0.18096  -0.35837
C  -2.54916  -0.85537  0.35412
Br  -1.37582  -1.61979  1.62478
C  -3.86047  -1.24909  0.37327
C  -4.86736  -0.95364  -0.58778
C  -6.20550  -1.03464  -0.15272
C  -7.23138  -0.68132  -1.00355
C  -6.93598  -0.28978  -2.30454
C  -5.62086  -0.26340  -2.77192
C  -4.58943  -0.59521  -1.92467
H  2.00301  2.18784  2.35473
H  2.81608  5.53001  2.25954
H  2.39731  7.02278  0.32986
H  1.38540  6.11007  -1.75039
H  0.84083  3.72403  -1.87067
H  1.88240  1.41277  -0.76382
H  -0.82519  2.39549  -0.52461
H  -2.56814  0.91113  -0.86169
H  -4.17611  -1.84884  1.22406
H  -6.42095  -1.35209  0.86118
H  -8.25802  -0.72424  -0.66672
H  -7.74310  -0.03204  -2.97846
H  -5.41944  -0.01703  -3.80544
H  -3.58043  -0.66772  -2.31351
C  4.10987  -3.64025  -0.83162
C  3.43120  -3.25108  0.48149
O  4.05292  -3.76525  1.65539
P  3.50853  -1.46272  0.73642
O  2.64883  -1.19625  2.08157
O  4.99573  -1.06951  0.87853
O  2.67726  -0.63024  -0.23809
P  1.66333  -3.80642  0.48795
O  1.20437  -3.63204  2.01843
O  1.46484  -5.14425  -0.03909
O  0.92211  -2.54786  -0.18691
H  5.16893  -3.38498  -0.80561
H  3.64674  -3.14104  -1.68479
H  3.98973  -4.71478  -0.97481
H  4.61833  -4.51480  1.42582
H  2.87880  -1.74045  2.85871
H  5.27153  -0.16070  0.66414
H  1.17954  -4.48721  2.47743

Atomic forces in eV per Å
Re -0.143 0.327 1.193
O -0.100 0.295 -0.562
C 0.121 -0.422 0.675
C 0.063 0.421 -0.035
C 0.079 0.073 0.157
C 0.025 0.056 0.050
C -0.054 -0.231 -0.012
C -0.298 -0.015 -0.193
C -0.248 0.120 -0.277
O 0.166 -0.234 -0.167
N 0.342 0.185 -0.214
N -0.341 -0.353 -0.311
C 0.255 0.348 -0.340
C -0.729 -0.242 -0.173
Br 0.414 -0.069 0.362
C 0.381 0.013 0.076
C -0.143 0.077 -0.100
C 0.029 0.020 -0.025
C 0.028 -0.015 0.007
C -0.010 0.034 -0.108
C -0.132 -0.012 0.004
C 0.076 -0.056 0.125
H -0.055 -0.068 -0.013
H -0.013 0.002 -0.033
H -0.003 -0.019 0.010
H 0.011 -0.006 0.012
H 0.022 -0.018 0.081
H 0.142 -0.116 0.077
H -0.003 -0.023 0.232
H -0.037 -0.015 -0.023
H 0.008 0.017 -0.027
H 0.011 0.021 -0.034
H 0.017 0.006 -0.009
H 0.015 -0.005 0.008
H -0.008 0.008 0.017
H -0.002 0.042 0.046
C -0.046 -0.067 0.071
C 0.295 0.039 -0.020
O -0.065 -0.022 -0.119
P -0.396 0.233 -0.435
O 0.210 -0.079 -0.243
O -0.071 0.155 -0.099
O 0.370 -0.397 -0.016
P -0.448 0.327 0.010
O 0.033 -0.066 -0.032
O 0.057 0.138 -0.256
O 0.376 -0.312 0.559
H 0.017 0.002 0.020
H -0.030 -0.003 0.043
H 0.025 -0.003 -0.017
H 0.051 0.002 0.019
H -0.270 -0.071 -0.062
H -0.003 -0.088 0.110
H 0.010 0.064 -0.009

---

# 6
Formula: C14H16N4O4
Source: the OMol25 dataset
Level of theory: ωB97M-V/def2-TZVPD

Values from the calculation:
Largest force on an atom in eV/Å: 1.91
Frontier orbital gap in hartree: 0.295
HOMO in eV: -8.79
SMILES: CCCCC/C(O)=N/N=C1\C(=O)Nc2ccc([N+](=O)[O-])cc21
LUMO in eV: -0.8
ΔE to the lowest compared entry with this formula, charge and spin in eV: 3.955
Electronic energy in a.u.: -1062.968502

Cartesian coordinates (Å):
C  4.04499  2.13392  0.27903
C  3.52056  0.70878  0.40379
C  4.40402  -0.27832  -0.35367
C  4.04101  -1.74288  -0.11491
C  2.70357  -2.16141  -0.73299
C  1.50314  -1.72545  0.04822
O  1.60873  -1.82957  1.38980
N  0.46309  -1.34522  -0.55376
N  -0.77533  -1.17853  -0.28338
C  -1.39427  -0.05249  -0.20690
C  -0.81882  1.32001  -0.18190
O  0.33953  1.66437  -0.22113
N  -1.90319  2.17390  -0.08410
C  -3.09201  1.48796  -0.04250
C  -4.38419  1.97709  0.05328
C  -5.42080  1.06207  0.08082
C  -5.16143  -0.30636  0.01397
N  -6.26434  -1.22521  0.05013
O  -7.38527  -0.76315  0.11876
O  -6.01206  -2.41192  0.01223
C  -3.86499  -0.80961  -0.08474
C  -2.83007  0.09974  -0.11248
H  3.38381  2.82489  0.79523
H  4.09437  2.42846  -0.76673
H  5.04175  2.21938  0.70823
H  3.48832  0.42622  1.45875
H  2.50377  0.67959  0.01355
H  4.35422  -0.06197  -1.42340
H  5.44024  -0.13146  -0.03737
H  4.01472  -1.94437  0.95663
H  4.82066  -2.36832  -0.55481
H  2.61038  -1.78115  -1.75005
H  2.66886  -3.25455  -0.77506
H  0.79178  -1.56570  1.83207
H  -1.81684  3.17799  -0.05536
H  -4.57887  3.03651  0.10456
H  -6.44643  1.38923  0.15505
H  -3.69259  -1.87244  -0.13888

Atomic forces in eV per Å
C -0.185 -0.182 0.074
C 0.224 0.091 -0.194
C -0.125 -0.122 0.335
C 0.030 0.107 -0.249
C 0.306 0.012 0.385
C -0.749 0.119 -0.015
O 0.152 -0.186 0.212
N 1.437 0.383 -1.198
N -1.583 -0.125 0.846
C 0.727 -0.429 0.018
C 0.597 0.318 -0.148
O -0.032 -0.068 -0.002
N 0.151 0.440 -0.003
C -0.509 -0.747 -0.002
C 0.234 -0.051 -0.019
C -0.135 -0.350 -0.004
C 0.904 0.847 -0.029
N -0.468 -0.371 0.022
O -0.264 0.039 0.013
O 0.007 -0.256 -0.011
C -0.109 0.165 0.002
C -0.674 0.290 0.131
H -0.017 0.155 0.028
H 0.032 0.096 -0.119
H 0.111 0.052 0.022
H -0.072 -0.056 0.033
H -0.063 -0.029 0.089
H 0.071 0.034 -0.088
H 0.058 0.038 -0.073
H 0.106 -0.072 0.018
H -0.020 -0.060 0.068
H -0.102 -0.044 0.042
H -0.079 0.009 -0.035
H -0.037 0.015 -0.159
H 0.115 -0.121 0.000
H -0.046 0.109 0.008
H -0.015 0.010 0.000
H 0.022 -0.060 0.001